[1]
Computed, not measured: 10 unconnected molecules or ions with the total composition C18H27ClN9O4, with ωB97M-V with the def2-TZVPD basis set.

## Properties
<S²>	0.750
total charge	-2
HOMO (spin up / spin down)	0.0816 / -0.1949	Eh
Kohn-Sham gap (spin up / spin down)	2.045 / 9.511	eV
multiplicity	2

The geometry in XYZ format:
```
59
Properties=species:S:1:pos:R:3:forces:R:3
Cl 0.8439 0.1370 -0.6370 3.2 -2.2 -2.0
O 0.2581 -0.2523 -1.9387 0.7 0.9 1.0
O 0.8292 -0.9860 0.2168 -0.7 -2.1 1.0
O 2.2285 0.5685 -0.7003 0.1 -0.1 -1.4
O 0.1700 1.1763 -0.0370 -3.5 3.6 1.3
C -2.0538 3.5439 -0.8245 0.7 0.7 -0.3
C -0.7770 4.2442 -1.1098 0.7 0.5 0.0
N 0.2259 4.7762 -1.3487 -1.3 -0.6 0.2
H -1.9702 2.5649 -1.2964 -0.3 0.0 0.3
H -2.8775 4.1246 -1.2396 0.0 -0.2 -0.2
H -2.2360 3.5206 0.2500 0.2 -0.4 0.0
C -3.0489 -1.8090 -2.4606 -0.4 -0.4 -1.1
C -3.8373 -1.8662 -3.7077 2.1 0.8 3.2
N -4.4278 -1.8835 -4.6620 -2.0 -0.2 -3.1
H -3.7525 -1.6473 -1.6440 0.3 -0.3 0.1
H -2.2930 -1.0241 -2.4855 -0.1 0.0 -0.1
H -2.5366 -2.7711 -2.4646 0.0 0.1 0.8
C 4.5209 -1.1240 1.7995 0.4 -0.6 -0.1
C 5.5879 -0.6497 2.6277 1.4 2.4 2.3
N 6.4694 -0.2618 3.2842 -1.2 -0.8 -1.1
H 5.2184 -1.6270 1.1297 -1.1 -0.9 -1.0
H 3.8593 -0.4314 1.2793 0.5 0.4 0.1
H 3.8932 -1.7848 2.3973 0.0 -0.5 -0.2
C -1.1097 2.1491 3.1038 -1.0 1.5 -0.4
C -1.4929 3.6154 3.1994 -0.9 3.5 0.5
N -1.8306 4.7614 3.2488 1.4 -4.9 -0.3
H -1.2233 1.6062 4.0422 0.3 0.3 0.0
H -0.1330 2.0536 2.6295 -0.1 -0.1 0.2
H -1.8698 1.7439 2.4359 0.2 -0.2 -0.2
C -3.0741 -0.3775 0.9678 -0.8 0.4 -0.2
C -3.9211 0.5653 0.2352 1.1 0.0 0.4
N -4.5558 1.3313 -0.3250 -0.7 0.5 -0.5
H -2.0401 -0.3671 0.6233 -0.1 -0.2 -0.2
H -3.6088 -1.3103 0.7890 0.7 -0.5 0.5
H -3.0944 -0.0780 2.0157 0.0 -0.4 0.1
C 1.4014 -4.1614 -0.8794 0.9 -0.2 0.2
C -0.0349 -4.0950 -0.9695 -6.2 1.1 0.3
N -1.2370 -4.0129 -0.9765 5.9 -0.6 0.0
H 1.8808 -3.5532 -0.1124 -0.7 0.4 0.4
H 1.8878 -3.8014 -1.7859 -0.2 -0.5 -0.3
H 1.6648 -5.1788 -0.5901 0.2 -0.1 -0.5
C 0.7840 -0.7013 -5.3500 -0.6 1.3 -0.7
C 0.4756 -2.0809 -5.0936 0.5 -4.5 1.3
N 0.3175 -3.2260 -4.8428 0.3 3.8 -1.0
H 0.4232 -0.4823 -6.3550 -0.4 0.2 0.0
H 1.8085 -0.3330 -5.4040 0.3 -0.9 0.6
H 0.2544 -0.0879 -4.6210 0.0 0.1 0.0
C 2.6041 3.6390 0.8200 -0.2 0.9 0.2
C 2.1336 4.2390 2.1068 1.3 -1.9 -3.1
N 1.7510 4.7730 3.0252 -0.8 1.1 2.2
H 3.1035 4.4484 0.2874 -0.1 0.1 -0.1
H 1.7483 3.3492 0.2103 0.1 -0.2 0.2
H 3.3353 2.8314 0.8561 -0.4 -0.1 0.6
C 0.1765 -2.6057 3.1183 0.7 -0.1 -0.1
C -0.6901 -1.7149 3.8323 -0.3 0.1 0.5
N -1.3992 -1.0503 4.4395 -0.3 0.4 0.1
H -0.3757 -3.0258 2.2777 0.4 -0.1 -0.1
H 0.5848 -3.3573 3.7939 -0.3 -0.3 0.0
H 1.0611 -2.0434 2.8192 -0.1 0.0 -0.5
```
Forces are in eV/Å.

Here are the natural (NBO) charges for atoms 1 to 5, given in e: Cl 2.5822; O -0.8871; O -0.9008; O -0.8964; O -0.9004

---

[2]
Computed, not measured: a molecular structure, C4H8O4, with ωB97M-V with the def2-TZVPD basis set.

## Properties
ΔE to the lowest compared entry with this formula, charge and spin	150.9	kcal/mol
total charge	0
HOMO	-0.3772	Eh
Kohn-Sham gap	11.079	eV

The geometry in XYZ format:
```
16
Properties=species:S:1:pos:R:3:forces:R:3
C -1.0164 -1.3872 0.2012 3.2 0.0 2.0
C 1.4966 -0.8892 0.2964 -2.7 -2.8 -1.0
C 1.0406 1.4098 0.1880 1.8 1.9 -3.7
C -1.4734 0.9548 0.3095 -1.3 1.6 -5.7
H -1.5031 -2.2480 -0.1386 -0.9 -1.2 -0.3
H -0.8244 -1.4719 1.4152 -1.1 0.8 -2.7
H 2.2295 -1.6992 0.2607 0.7 0.8 -0.6
H 1.3934 -0.5906 1.3090 -0.8 -0.3 1.5
H 1.4237 1.6042 1.2928 -1.4 -0.7 -2.0
H 1.5659 2.2658 -0.6411 -1.5 -2.2 3.1
H -1.3532 0.9557 1.3679 -1.1 -0.2 1.1
H -2.2103 1.7327 -0.5439 1.0 -2.3 3.9
O 0.3470 -1.5903 -0.3423 -1.0 0.3 1.9
O 1.6042 0.2138 -0.4273 1.5 3.3 0.1
O -0.3360 1.5517 -0.2022 2.9 0.7 0.4
O -1.7409 -0.3100 -0.3147 0.8 0.4 2.0
```
Forces are in eV/Å.

Here are the natural (NBO) charges for atoms 1 to 5, given in e: C 0.2162; C 0.2218; C 0.1766; C 0.2203; H 0.1815

---

[3]
Computed, not measured: 7 unconnected molecules or ions with the total composition C3H19N3O8, with ωB97M-V with the def2-TZVPD basis set.

## Properties
<S²>	0.769
total charge	+1
HOMO (spin up / spin down)	-0.5310 / -0.5276	Eh
Kohn-Sham gap (spin up / spin down)	10.832 / 5.053	eV
multiplicity	2

The geometry in XYZ format:
```
33
Properties=species:S:1:pos:R:3:forces:R:3
O -0.5276 -0.3249 0.4419 1.5 2.0 -0.1
C -0.1030 0.7452 0.9085 -2.2 -2.4 2.4
N -0.3227 1.0133 2.2340 1.5 0.8 -3.3
C 0.7522 1.6882 0.0922 0.8 0.9 -1.5
N 2.0951 1.1435 0.0195 -1.5 0.8 0.0
C 2.5289 0.2059 -0.9225 -0.7 -2.1 -1.6
N 1.5840 -0.4240 -1.7112 3.8 -0.6 0.2
O 3.7086 -0.0830 -0.9437 0.3 0.7 0.4
H -0.7498 0.3301 2.7825 -1.1 -1.9 0.9
H -0.1482 1.8820 2.6497 0.4 1.4 0.4
H 0.7864 2.6877 0.5199 0.1 -0.1 0.3
H 0.2981 1.7892 -0.9252 0.3 -0.4 0.8
H 2.7920 1.5630 0.6227 0.5 -0.2 0.0
H 0.7038 -0.0553 -1.8451 -2.6 1.2 -0.5
H 1.9809 -0.9529 -2.5281 -0.4 0.8 1.4
H -2.5551 2.6591 -0.0657 -0.3 0.2 0.0
H -2.4561 1.1219 -0.4118 0.2 1.1 0.1
O -1.9642 2.0162 -0.4540 -0.2 -0.8 0.1
H -2.8175 -1.0502 -0.7977 0.0 -0.2 0.4
H -2.7945 -0.5183 0.7062 -0.8 -0.1 -1.7
O -3.1685 -0.3543 -0.2071 0.2 0.3 1.4
H -1.1869 1.6525 -2.5801 0.1 -2.1 -0.1
H -1.6896 0.2649 -2.0014 1.0 0.7 -1.1
O -1.0025 0.6566 -2.6126 -0.9 1.3 0.9
H -0.3791 -2.0958 2.8345 0.1 -0.3 -0.1
H -1.1899 -1.4792 1.7047 0.1 -0.5 1.0
O -1.2159 -1.6533 2.6722 -0.7 0.5 -0.5
H -1.0673 -1.8837 -2.3231 -0.5 -0.3 0.7
H -0.7966 -1.6140 -0.8174 -0.6 -0.4 -0.6
O -1.4632 -1.9995 -1.4318 1.1 0.3 -0.5
H 1.3697 -1.7765 0.9978 -0.1 -0.2 -2.6
H 1.5355 -1.1028 2.2400 0.7 2.8 1.7
O 1.3584 -1.9314 1.9066 -0.1 -2.8 0.9
```
Forces are in eV/Å.

Here are the natural (NBO) charges for atoms 1 to 5, given in e: O -0.6491; C 0.7199; N -0.7704; C -0.3758; N -0.2425

---

[4]
Computed, not measured: 10 unconnected molecules or ions with the total composition C40H44F9N2O28, with ωB97M-V with the def2-TZVPD basis set.

## Properties
total charge	+1
HOMO	-0.4354	Eh
Kohn-Sham gap	9.381	eV

The geometry in XYZ format:
```
123
Properties=species:S:1:pos:R:3:forces:R:3
O 1.6273 -0.9294 2.2156 0.0 0.4 -0.4
C 3.0628 -0.9077 2.3032 0.4 -0.4 0.8
C 3.7063 0.5309 2.2164 0.4 -0.4 -0.8
C 2.9284 1.5523 1.3054 0.8 0.8 0.5
C 1.7652 2.3361 2.0513 -0.8 -0.1 -0.6
C 0.3512 1.7760 1.6426 1.1 0.1 0.5
N -0.7869 1.7297 2.4306 0.4 -1.4 -3.7
C -1.7574 1.1021 1.6183 -2.0 -2.0 -2.6
C -3.2238 0.7078 1.8942 -1.0 0.1 1.0
C -4.2563 1.4305 1.0944 -0.6 -1.9 1.7
C -5.6638 1.0971 1.2926 2.0 -2.0 2.1
C -5.9783 0.0115 2.3305 1.6 1.0 -1.0
C -4.9539 -0.6916 3.1019 0.6 1.7 -1.8
C -3.5372 -0.3494 2.8745 -1.7 1.5 -1.3
C -1.2486 0.7474 0.3195 0.8 2.1 4.5
N 0.0950 1.2159 0.4316 -1.5 -0.2 0.2
H 1.3454 -1.0901 1.2951 0.5 0.0 0.6
H 3.4632 -1.6491 1.5626 -0.1 1.0 0.4
H 3.3216 -1.3188 3.3257 -0.4 0.3 -1.1
H 3.9272 0.9535 3.2411 -0.6 -0.3 -1.1
H 4.7268 0.3943 1.7406 -1.1 0.1 0.6
H 2.5957 1.0941 0.3323 0.4 0.3 1.1
H 3.6782 2.3480 1.0114 -0.8 -0.9 0.2
H 1.8142 3.4282 1.7573 -0.3 -1.2 0.2
H 1.8910 2.3351 3.1742 -0.3 -0.3 -1.2
H -0.9384 2.0381 3.3918 0.3 -0.1 -0.5
H -3.9018 2.1939 0.3560 -0.5 -0.8 0.8
H -6.4781 1.6127 0.7245 0.9 -0.6 0.7
H -7.0485 -0.2798 2.4929 1.2 0.4 -0.2
H -5.2446 -1.4803 3.8407 0.3 0.9 -0.9
H -2.7141 -0.8705 3.4271 -0.9 0.6 -0.6
H -1.7096 0.2275 -0.5445 0.6 0.6 0.9
H 0.6983 1.0650 -0.3775 0.5 0.4 0.8
C 6.0173 -1.3683 -2.3325 0.8 -0.5 0.2
C 5.7696 -0.0745 -1.6230 0.2 0.4 -0.6
O 4.3616 0.0824 -1.7311 -0.1 -0.4 0.4
C 3.8562 -1.1828 -1.7877 -0.5 -0.7 -0.3
O 2.7027 -1.4458 -1.6093 0.2 0.3 0.2
O 4.8142 -2.0957 -2.0595 -0.6 0.7 0.2
F 6.3701 0.9589 -2.2587 0.0 0.1 0.2
H 6.1276 -1.2430 -3.4101 -0.1 0.2 0.1
H 6.8965 -1.8986 -1.9501 -0.8 0.2 -0.1
H 6.0598 -0.0758 -0.5685 0.0 0.2 0.0
C 9.3739 -4.9527 -4.7937 0.7 -0.3 -0.3
C 8.0274 -4.4778 -5.2518 -0.4 -0.5 -0.3
O 7.4552 -3.9578 -4.0651 0.6 0.4 0.0
C 8.5021 -3.5275 -3.3089 0.2 0.2 0.5
O 8.3934 -2.7952 -2.3738 0.8 -0.7 -0.3
O 9.6822 -4.0255 -3.7548 -0.6 0.2 0.1
F 7.2657 -5.5094 -5.6855 -0.1 0.1 -0.1
H 9.3448 -5.9639 -4.3814 -0.2 0.0 -0.1
H 10.1206 -4.9182 -5.5858 0.1 0.2 0.2
H 8.0597 -3.6971 -6.0161 -0.1 -0.1 0.0
C 3.1901 -0.8490 -6.8768 -0.4 0.0 -0.7
C 3.3795 -0.4619 -5.4450 -0.3 -0.2 0.6
O 4.7337 -0.8041 -5.1944 0.0 0.3 -0.7
C 5.3705 -0.6776 -6.3953 0.7 0.0 -0.4
O 6.5532 -0.6237 -6.5209 -0.3 -0.2 0.1
O 4.4868 -0.6141 -7.4268 0.4 0.0 0.7
F 2.5883 -1.2044 -4.6290 0.0 0.0 0.2
H 2.9306 -1.9032 -6.9973 0.0 0.0 0.2
H 2.4373 -0.2446 -7.3737 0.3 0.1 -0.1
H 3.2258 0.5990 -5.2420 0.1 -0.4 0.1
C -2.7510 -0.2182 7.1849 0.6 -0.4 -0.3
C -4.1206 0.2100 6.7497 -0.5 -0.3 0.1
O -4.6782 0.7458 7.9325 0.7 0.2 -0.3
C -3.6239 1.2259 8.6558 -0.1 0.5 0.9
O -3.7248 1.9747 9.5701 0.1 -0.3 -0.3
O -2.4368 0.7419 8.1889 -0.4 0.1 -0.1
F -4.8662 -0.8550 6.3609 -0.1 0.0 -0.1
H -2.7434 -1.2173 7.6228 -0.3 0.0 -0.1
H -2.0259 -0.1860 6.3711 0.1 0.2 0.2
H -4.1272 0.9702 5.9631 -0.2 -0.1 -0.1
C -1.2724 1.7273 -6.3704 -0.7 0.0 -0.5
C -1.0754 2.1153 -4.9363 -0.2 -0.4 0.3
O 0.2775 1.7757 -4.6988 0.0 0.5 -0.5
C 0.9070 1.9023 -5.9017 0.6 -0.1 -0.3
O 2.0896 1.9586 -6.0346 -0.7 0.3 -0.1
O 0.0186 1.9642 -6.9281 0.3 0.1 0.6
F -1.8597 1.3741 -4.1140 0.0 0.1 0.2
H -1.5313 0.6757 -6.4882 0.0 0.1 0.3
H -2.0310 2.3329 -6.8654 0.2 0.1 -0.1
H -1.2289 3.1778 -4.7308 -0.1 -0.1 0.2
C -0.1909 -1.2774 -10.2787 0.4 -0.3 -0.7
C -1.1685 -0.2223 -9.8564 -0.7 -0.1 -0.3
O -1.3082 -0.4547 -8.4633 0.8 0.0 -0.2
C -0.1170 -0.9879 -8.0629 0.3 -0.4 0.5
O 0.2335 -1.0622 -6.9265 -0.3 0.1 -0.2
O 0.6225 -1.4161 -9.1161 -0.4 0.3 0.5
F -2.3705 -0.4058 -10.4482 0.0 0.2 0.1
H -0.6731 -2.2319 -10.5010 -0.2 0.1 0.1
H 0.4032 -0.9755 -11.1401 0.1 0.0 0.2
H -0.8273 0.8024 -10.0247 -0.1 0.0 0.0
C -8.7988 -0.5237 -0.5175 0.9 -0.3 -0.4
C -9.6546 0.0336 0.5748 -0.4 0.6 -0.1
O -10.9646 -0.1922 0.0980 0.5 -0.5 0.1
C -10.8858 -1.3031 -0.6972 -0.8 -0.6 -0.5
O -11.8203 -1.9385 -1.0525 0.3 0.3 0.1
O -9.5920 -1.5893 -1.0240 -0.3 0.3 0.4
F -9.4634 1.3708 0.7070 0.1 0.1 0.2
H -8.6182 0.1978 -1.3186 -0.1 0.2 0.2
H -7.8373 -0.8828 -0.1492 -0.1 -0.2 -0.1
H -9.5218 -0.4579 1.5425 0.0 0.2 0.1
C -0.7882 5.0121 4.6750 0.6 -0.6 -0.1
C -1.0748 6.3035 5.3849 0.1 0.7 -0.3
O -2.4793 6.4281 5.2636 0.4 -0.8 0.2
C -2.9632 5.1548 5.1990 -1.2 0.0 0.1
O -4.0988 4.8591 5.3587 0.4 0.0 -0.2
O -1.9669 4.2565 4.9316 0.0 0.2 0.0
F -0.4897 7.3470 4.7531 0.0 0.0 0.1
H -0.6696 5.1422 3.5957 0.0 0.3 0.1
H 0.0942 4.5054 5.0675 -0.2 -0.1 0.1
H -0.7958 6.3087 6.4415 0.0 0.1 -0.1
C 0.5209 -3.2852 10.0654 0.4 -0.4 0.6
C 0.4143 -2.0048 9.2915 0.4 0.1 -0.4
O -0.7431 -2.2053 8.5010 0.0 -0.1 0.7
C -1.5372 -3.0528 9.2219 -0.8 -0.6 0.1
O -2.6912 -3.2307 9.0015 0.4 0.1 -0.1
O -0.8456 -3.6577 10.2218 -0.1 0.4 -0.5
F 1.4786 -1.8401 8.4675 0.0 0.2 -0.1
H 1.0500 -4.0661 9.5141 0.0 0.2 -0.1
H 1.0038 -3.1497 11.0324 -0.2 -0.1 0.0
H 0.2861 -1.1132 9.9103 0.1 0.0 -0.1
```
Forces are in eV/Å.

Here are the Löwdin charges for atoms 1 to 5, given in e: O -0.0963; C -0.2269; C -0.1619; C -0.1798; C -0.0748

---

[5]
Computed, not measured: 2 unconnected molecules or ions with the total composition CHBrF2N2O2, with ωB97M-V with the def2-TZVPD basis set.

## Properties
ΔE to the lowest compared entry with this formula, charge and spin	60.4	kcal/mol
total charge	0
HOMO (spin up / spin down)	-0.3760 / -0.3930	Eh
Kohn-Sham gap (spin up / spin down)	9.482 / 7.927	eV

The geometry in XYZ format:
```
9
Properties=species:S:1:pos:R:3:forces:R:3
C -0.7036 1.2581 -0.0021 0.6 4.5 -2.3
N -0.9040 0.1193 0.6188 0.6 -3.4 2.4
N 1.3347 -1.1261 -0.2251 0.0 1.2 -0.8
O -0.1050 -0.1549 1.5503 -0.7 0.9 -0.1
O -1.7531 -0.6569 0.2413 -1.0 -0.6 -0.4
F 1.5817 -2.3797 0.0362 0.5 -0.9 -0.1
F 2.2814 -0.7297 -1.1399 -0.1 -0.6 0.3
Br -1.9174 1.7961 -1.3959 1.4 -0.4 1.5
H 0.1851 1.8738 0.3162 -1.4 -0.7 -0.6
```
Forces are in eV/Å.

Here are the natural (NBO) charges for atoms 1 to 5, given in e: C -0.0070; N 0.3511; N 0.4068; O -0.3772; O -0.3831

---

[6]
Computed, not measured: a single C19H18N4O2 molecule, with ωB97M-V with the def2-TZVPD basis set.

## Properties
ΔE to the lowest compared entry with this formula, charge and spin	28.9	kcal/mol
total charge	0
HOMO	-0.3238	Eh
Kohn-Sham gap	8.403	eV
SMILES	N#C[C@@H]1CCCN1C(=O)C1(NC(=O)c2ccnc3ccccc23)CC1

The geometry in XYZ format:
```
43
Properties=species:S:1:pos:R:3:forces:R:3
N 3.2162 2.6573 4.0557 -1.3 -3.5 -2.0
C 2.8602 1.7024 3.4506 1.6 4.2 2.4
C 2.5115 0.5873 2.5937 -0.4 -0.8 -0.8
C 3.7435 -0.2133 2.1707 0.6 0.4 -0.2
C 4.1696 0.5332 0.9109 1.4 0.6 0.1
C 2.8956 0.8444 0.1816 0.7 -0.4 -0.1
N 2.0036 1.0317 1.2994 -3.5 2.0 -1.4
C 0.6564 1.4710 1.1046 0.4 -0.7 1.6
O -0.1019 1.4310 2.0752 0.6 0.2 -1.4
C 0.0820 1.9452 -0.3077 -0.3 0.5 -0.1
N -0.8459 1.0020 -0.9269 -0.5 -0.9 -0.4
C -0.5256 -0.0126 -1.8099 2.7 -0.5 1.1
O 0.6270 -0.1291 -2.2454 -1.6 0.2 0.0
C -1.5513 -1.1081 -2.0136 -0.9 0.5 -2.2
C -1.9985 -1.3922 -3.3337 1.3 1.3 2.0
C -3.0976 -2.2157 -3.4999 0.2 -1.2 -0.1
N -3.7066 -2.8462 -2.5158 -0.1 0.4 -1.3
C -3.2793 -2.6108 -1.2642 -0.5 -0.7 0.2
C -3.9728 -3.2975 -0.2445 0.7 0.8 1.8
C -3.6445 -3.0729 1.0998 -0.5 -0.7 -2.2
C -2.6444 -2.1553 1.4363 1.0 0.5 -1.0
C -1.9221 -1.5267 0.4215 0.1 -0.4 1.4
C -2.2005 -1.7695 -0.9408 0.1 1.0 0.0
C -0.5021 3.3612 -0.4394 1.1 0.2 0.4
C 0.7781 2.9984 -1.1864 -0.9 -0.1 -0.1
H 1.8005 -0.0356 3.1134 -0.5 -0.1 0.1
H 4.5122 -0.1606 2.9311 0.1 -0.2 0.2
H 3.5229 -1.2549 1.9335 -0.3 0.1 0.2
H 4.6197 1.5119 1.1951 -0.1 -0.6 0.0
H 4.9144 -0.0049 0.3210 -0.1 0.0 0.0
H 3.0453 1.6960 -0.4935 -0.4 -0.1 0.4
H 2.5570 -0.0018 -0.3903 -0.1 -0.3 -0.6
H -1.8045 0.9310 -0.5656 0.8 0.5 0.1
H -1.5438 -0.9276 -4.2140 0.0 -0.1 0.5
H -3.3429 -2.4315 -4.5368 -0.6 -0.1 0.2
H -4.7764 -3.9479 -0.5286 -0.1 -0.3 -0.1
H -4.1396 -3.7178 1.7938 -0.2 0.1 0.7
H -2.3768 -1.9607 2.4668 -0.1 0.0 0.0
H -1.0856 -0.8819 0.7094 -0.4 -0.2 -0.1
H -0.4305 4.0854 0.3738 0.0 -0.5 0.0
H -1.4001 3.4862 -1.0510 0.3 -0.3 0.3
H 1.7313 3.4352 -0.8522 -0.6 -0.4 0.0
H 0.6463 2.9642 -2.2778 0.3 -0.4 0.6
```
Forces are in eV/Å.

Here are the natural (NBO) charges for atoms 1 to 5, given in e: N -0.3059; C 0.2789; C -0.1582; C -0.3870; C -0.4065

---

| no. | E (eV) | F_max (eV Å⁻¹) |
| --- | --- | --- |
| 1 | -53216.8736 | 6.302 |
| 2 | -12462.6137 | 6.104 |
| 3 | -24261.7893 | 4.027 |
| 4 | -126954.0131 | 5.014 |
| 5 | -83596.0813 | 5.113 |
| 6 | -30049.3281 | 5.090 |